[1]
A structure of composition C50H41BrIN6O2SSiTa in a non-equilibrium geometry, computed with ωB97M-V/def2-TZVPD.

As for the multiplicity: 1. The strongest force on any atom is 2.343 eV Å⁻¹. For the energy relative to the best compared isomer or geometry (same formula, charge and spin), the calculation gives 252.0 kJ/mol. As for the HOMO energy (alpha / beta): -6.31 / -6.31 eV. The frontier orbital gap (alpha / beta) comes out at 6.0 / 6.0 eV.

Element x y z (Å)
Ta -0.663 0.624 -0.696
N 3.466 -1.830 0.091
C 2.263 -1.266 -0.231
S 1.315 -0.543 1.117
N 1.834 -1.227 -1.421
N 0.627 -0.711 -1.700
C 0.152 -0.973 -2.961
C 1.042 -1.303 -4.070
C 2.235 -0.597 -4.229
C 3.043 -0.821 -5.325
C 2.675 -1.752 -6.284
C 1.512 -2.486 -6.117
C 0.708 -2.277 -5.013
C -1.233 -0.873 -3.067
C -2.004 -1.031 -4.253
C -3.357 -1.122 -4.172
C -3.983 -1.073 -2.901
C -3.213 -0.793 -1.813
N -1.881 -0.625 -1.864
H 3.876 -1.525 0.956
H 4.102 -1.931 -0.685
H 2.506 0.147 -3.497
H 3.955 -0.252 -5.446
H 3.291 -1.898 -7.159
H 1.222 -3.226 -6.851
H -0.171 -2.884 -4.866
H -1.493 -1.061 -5.203
H -3.959 -1.233 -5.060
H -5.048 -1.211 -2.803
H -3.660 -0.679 -0.831
C 0.826 1.943 -1.533
C 1.686 2.556 -2.127
C 2.754 3.229 -2.779
C 2.559 4.433 -3.455
C 3.619 5.048 -4.096
C 4.880 4.475 -4.071
C 5.083 3.280 -3.398
C 4.029 2.660 -2.756
H 1.573 4.874 -3.479
H 3.459 5.978 -4.624
H 5.706 4.956 -4.575
H 6.064 2.828 -3.375
H 4.176 1.725 -2.233
C -1.649 0.613 1.377
H -2.321 -0.245 1.486
H -2.267 1.507 1.484
H -0.985 0.611 2.243
C -3.406 -4.240 1.966
C -2.862 -3.524 0.912
C -1.619 -2.927 1.043
C -0.908 -3.019 2.237
C -1.456 -3.774 3.277
C -2.689 -4.382 3.143
Si 0.703 -2.088 2.603
C 0.432 -0.869 4.032
C -0.756 -0.806 4.754
C -0.936 0.144 5.744
C 0.064 1.063 6.014
C 1.256 1.010 5.310
C 1.437 0.049 4.337
C 2.165 -3.253 2.939
C 2.679 -4.120 1.975
C 3.705 -4.994 2.288
C 4.237 -5.023 3.567
C 3.746 -4.159 4.531
C 2.716 -3.292 4.219
H -4.383 -4.688 1.872
H -3.410 -3.427 -0.014
H -1.197 -2.383 0.206
H -0.901 -3.877 4.198
H -3.091 -4.963 3.960
H -1.551 -1.505 4.534
H -1.865 0.171 6.296
H -0.083 1.812 6.777
H 2.040 1.723 5.513
H 2.370 0.001 3.796
H 2.276 -4.103 0.974
H 4.098 -5.655 1.532
H 5.024 -5.717 3.820
H 4.162 -4.160 5.528
H 2.332 -2.626 4.978
I 3.602 4.564 3.413
C 2.012 3.911 2.231
C 0.932 4.643 1.782
N 0.160 3.793 1.098
N 0.671 2.566 1.082
C 1.806 2.616 1.759
H 0.696 5.677 1.907
H -0.734 3.952 0.612
H 2.429 1.755 1.885
Br -7.664 5.400 -0.809
C -6.566 3.909 -0.374
C -7.144 2.818 0.251
C -6.354 1.724 0.554
C -5.011 1.730 0.228
C -4.438 2.836 -0.390
C -5.218 3.943 -0.690
C -2.944 2.815 -0.619
O -2.261 3.694 -0.093
O -2.509 1.835 -1.285
H -8.189 2.829 0.516
H -6.786 0.866 1.047
H -4.397 0.878 0.469
H -4.774 4.805 -1.165

***

[2]
A structure of composition C50H41Cl3N5O2P2S2ScSi, computed with ωB97M-V/def2-TZVPD.

As for the multiplicity: 1. As for the total charge: -2. The strongest force on any atom is 0.500 eV Å⁻¹. For the energy relative to the best compared isomer or geometry (same formula, charge and spin), the calculation gives 5.4 kJ/mol. As for the HOMO energy: -2.10 eV. The frontier orbital gap comes out at 6.2 eV.

Element x y z (Å)
Sc -0.566 0.664 -0.126
S 2.778 1.360 -2.007
P 2.834 0.503 -0.221
C 1.519 0.727 0.826
P 1.302 2.067 1.783
S -0.537 2.821 1.450
C 2.551 3.391 1.622
C 2.523 4.140 0.445
C 3.501 5.092 0.205
C 4.511 5.304 1.136
C 4.546 4.557 2.303
C 3.570 3.599 2.546
C 1.361 1.679 3.577
C 1.083 2.648 4.539
C 1.105 2.321 5.885
C 1.394 1.019 6.281
C 1.656 0.048 5.325
C 1.640 0.379 3.975
C 4.421 0.941 0.621
C 4.727 0.350 1.847
C 5.889 0.686 2.524
C 6.762 1.622 1.980
C 6.464 2.212 0.760
C 5.300 1.870 0.082
C 3.065 -1.309 -0.374
C 2.248 -2.188 0.324
C 2.422 -3.561 0.192
C 3.426 -4.057 -0.626
C 4.248 -3.179 -1.324
C 4.061 -1.812 -1.206
H 1.742 3.963 -0.283
H 3.477 5.660 -0.717
H 5.279 6.045 0.944
H 5.345 4.703 3.021
H 3.613 3.001 3.448
H 0.839 3.656 4.222
H 0.889 3.078 6.631
H 1.401 0.762 7.334
H 1.859 -0.972 5.629
H 1.810 -0.365 3.204
H 4.039 -0.373 2.271
H 6.113 0.223 3.478
H 7.668 1.893 2.510
H 7.134 2.952 0.338
H 5.041 2.328 -0.867
H 1.461 -1.784 0.952
H 1.762 -4.237 0.724
H 3.560 -5.128 -0.735
H 5.019 -3.565 -1.981
H 4.663 -1.118 -1.783
N -5.272 4.003 -0.603
C -4.871 2.780 -0.097
C -3.503 2.518 0.098
N -3.078 1.348 0.511
C -4.003 0.422 0.804
C -5.341 0.711 0.679
N -5.793 1.884 0.214
H -4.614 4.380 -1.273
H -6.213 3.972 -0.963
H -2.765 3.281 -0.117
H -3.645 -0.547 1.124
H -6.092 -0.025 0.944
C -1.884 -2.974 3.247
C -1.757 -1.638 3.609
C -1.401 -0.687 2.657
C -1.150 -1.004 1.311
C -1.286 -2.364 0.994
C -1.647 -3.333 1.926
H -2.163 -3.722 3.982
H -1.933 -1.333 4.637
H -1.324 0.349 2.981
H -1.093 -2.701 -0.021
H -1.745 -4.369 1.616
O 1.504 -2.042 -3.001
C 0.339 -1.850 -2.758
N -0.700 -2.552 -3.392
C -2.000 -2.022 -3.045
C -1.540 -0.955 -2.038
O -2.304 -0.207 -1.402
N -0.230 -0.934 -1.873
C -2.751 -1.468 -4.249
C -3.114 -2.357 -5.260
C -3.763 -1.904 -6.397
C -4.066 -0.554 -6.533
C -3.721 0.331 -5.525
C -3.071 -0.124 -4.384
C -2.876 -3.019 -2.284
C -4.129 -2.611 -1.831
C -4.918 -3.471 -1.086
C -4.472 -4.754 -0.793
C -3.228 -5.164 -1.246
C -2.430 -4.298 -1.984
H -0.514 -2.955 -4.293
H -2.896 -3.414 -5.147
H -4.034 -2.605 -7.177
H -4.569 -0.198 -7.425
H -3.940 1.388 -5.613
H -2.818 0.578 -3.604
H -4.466 -1.603 -2.044
H -5.882 -3.134 -0.722
H -5.086 -5.422 -0.201
H -2.865 -6.157 -1.009
H -1.442 -4.600 -2.305
Cl -2.892 3.374 -3.045
Si -0.854 2.622 -2.446
Cl -0.296 1.962 -4.406
Cl 0.081 4.552 -2.423